{"formula": "C2H12NO3", "method": "ωB97M-V/def2-TZVPD", "symbols": ["C", "C", "N", "H", "H", "H", "H", "H", "H", "H", "H", "O", "H", "H", "O", "H", "H", "O"], "xyz": [[0.71761, 1.21168, -0.61074], [0.16675, 2.17074, 0.10812], [0.20311, -0.16894, -0.56754], [1.23305, 1.46197, -1.52650], [0.17514, 3.18291, -0.27987], [-0.36997, 2.06530, 1.03957], [-0.75872, -0.20300, -0.21180], [0.71924, -0.79261, 0.06085], [0.27966, -0.56409, -1.50106], [3.39498, -1.20857, 0.79545], [3.42616, -2.34455, -0.27928], [3.01756, -1.51385, -0.03026], [-1.01037, -2.33847, 1.47488], [-2.23258, -1.60295, 0.86960], [-1.31966, -1.86499, 0.69535], [-2.52061, 1.81742, -0.32731], [-2.78923, 1.07556, 0.99670], [-2.52606, 0.94238, 0.07622]], "forces_ev_per_angstrom": [[-1.2570, 0.5104, -0.9112], [0.0524, 0.4557, 0.1733], [1.2110, 0.1972, 0.7665], [0.1770, -0.2673, 0.0189], [0.8264, 0.0894, 0.3122], [-0.2081, -0.4347, -0.1538], [-0.2328, 0.1091, -0.2671], [0.3452, -0.0561, -0.2323], [-0.2310, -0.2181, 0.0112], [0.3822, -0.2215, 0.1056], [0.2321, -0.0914, 0.1982], [-0.8336, 0.4151, -0.2631], [-0.2028, -0.1078, 0.0316], [0.0333, -0.2617, 0.0344], [-0.1410, 0.0613, 0.1649], [-0.1828, -0.0345, 0.0217], [-0.1033, 0.1076, -0.2077], [0.1329, -0.2528, 0.1967]], "mulliken_charge": [-0.074, -0.735, -0.176, 0.317, 0.265, 0.347, 0.350, 0.349, 0.362, 0.323, 0.318, -0.631, 0.322, 0.322, -0.658, 0.313, 0.334, -0.650], "de_lowest_kcal_mol": 28.43, "total_energy_ev": -9894.2110, "homo_energy_ev": -14.7, "homo_lumo_gap_ha": 0.42441, "lumo_energy_ev": -3.1245, "total_charge": 1}


{"formula": "C2H12NO3S", "method": "ωB97M-V/def2-TZVPD", "symbols": ["C", "C", "S", "N", "H", "H", "H", "H", "H", "H", "H", "H", "O", "H", "H", "O", "H", "H", "O"], "xyz": [[0.19735, 0.83459, -0.30558], [-1.20965, 0.46149, -0.80352], [-1.68620, -1.18494, -0.41316], [1.38980, 0.86495, -1.11767], [0.46630, -0.00858, 0.50708], [0.18545, 1.86985, 0.25934], [-1.26354, 0.68389, -2.01578], [-1.99630, 1.07819, -0.46189], [1.30851, 1.58196, -1.90801], [1.54811, -0.00194, -1.57596], [0.47289, -1.00587, -2.38409], [0.05418, -2.41330, -2.05836], [0.78211, -1.92716, -2.52185], [-1.18076, -1.06401, 2.72971], [-1.74257, 0.22452, 2.47422], [-1.00223, -0.13568, 3.01166], [2.22342, 1.61343, 2.71573], [2.79717, 1.65151, 1.41591], [2.77656, 2.17763, 2.18406]], "forces_ev_per_angstrom": [[0.4515, 0.1357, 3.9462], [0.9922, 0.4944, -3.7341], [-0.4891, -1.6015, 0.2186], [-0.1198, 2.3069, -2.0857], [-0.8304, 2.0248, -1.4358], [-0.1231, -1.8501, -0.9156], [0.3512, -0.5226, 2.4174], [-0.4268, 1.2376, 0.7065], [0.0644, -1.2303, 1.4558], [0.3595, -0.8781, -0.1250], [-0.0388, -0.9544, -0.2285], [0.6125, 0.6514, -0.1930], [-0.7919, 0.1951, 0.2463], [0.7696, 0.5558, 0.2586], [0.7754, 0.3144, 0.3233], [-1.4384, -0.8580, -0.7298], [-0.4998, -0.0455, 0.7827], [0.2497, -0.7239, -2.1181], [0.1322, 0.7483, 1.2099]], "mulliken_charge": [-0.193, -0.915, -0.612, -0.534, 0.234, 0.240, 0.197, 0.280, 0.262, 0.205, 0.268, 0.322, -0.678, 0.312, 0.298, -0.658, 0.323, 0.319, -0.670], "de_lowest_kcal_mol": 34.35, "total_energy_ev": -20736.9469, "homo_energy_ev": -3.2, "homo_lumo_gap_ha": 0.25523, "lumo_energy_ev": 3.7721, "total_charge": -1}


{"formula": "C2H12NO4", "method": "ωB97M-V/def2-TZVPD", "symbols": ["C", "N", "C", "O", "H", "H", "H", "H", "H", "H", "H", "H", "O", "H", "H", "O", "H", "H", "O"], "xyz": [[-1.18022, 0.94285, 0.32389], [0.13666, 0.62593, -0.20402], [0.13998, 0.33383, -1.63603], [-0.66107, -0.67560, -2.14088], [-1.84254, 0.09134, 0.50597], [-1.02974, 1.47788, 1.26937], [-1.71429, 1.63265, -0.33471], [0.47260, -0.21618, 0.25123], [-0.08502, 1.31395, -2.09539], [1.18442, 0.06967, -1.87503], [1.27630, 2.09128, 0.21012], [1.54254, 2.91200, 1.43607], [1.89793, 2.78372, 0.55472], [-1.07454, -3.07329, -0.11809], [-0.84574, -1.35938, -1.37767], [-0.46640, -2.32466, -0.13157], [1.48520, -2.44468, 1.97048], [0.11450, -2.17701, 1.26972], [0.64943, -2.00429, 2.12182]], "forces_ev_per_angstrom": [[-0.1850, 0.4446, 0.4860], [-0.2236, -0.5753, -0.4796], [1.0336, 0.5026, -0.0699], [-1.3142, -0.2731, 0.7571], [0.2430, -0.1433, -0.0922], [-0.2047, -0.1424, 0.0400], [0.1670, 0.0004, -0.1763], [-0.0231, -0.0560, 0.3602], [-0.1471, -0.4159, -0.3484], [0.0152, 0.3327, 0.0724], [0.2952, -0.1352, -0.1314], [0.1257, 0.1520, 0.2283], [-0.4017, -0.1314, -0.1020], [0.1244, 0.1063, 0.0174], [0.9534, 0.3164, -0.4241], [-0.5920, -0.0932, -0.2353], [0.1210, -0.0688, -0.0957], [0.0890, 0.0014, -0.2968], [-0.0759, 0.1781, 0.4903]], "mulliken_charge": [-0.819, -0.446, -0.469, -0.564, 0.251, 0.267, 0.386, 0.226, 0.347, 0.303, 0.504, 0.285, -0.725, 0.154, 0.392, -1.031, 0.265, 0.403, -0.732], "de_lowest_kcal_mol": 6.82, "total_energy_ev": -11949.9064, "homo_energy_ev": -4.9, "homo_lumo_gap_ha": 0.32160, "lumo_energy_ev": 3.8746, "total_charge": -1}


{"formula": "C2H12NSi2", "method": "ωB97M-V/def2-TZVPD", "symbols": ["C", "C", "N", "Si", "Si", "H", "H", "H", "H", "H", "H", "H", "H", "H", "H", "H", "H"], "xyz": [[1.59381, -1.70244, -0.18864], [2.28144, -0.82754, 0.54235], [-3.21535, 0.58706, 0.06293], [2.73865, 0.86390, -0.04078], [-1.26517, -0.13613, -0.10437], [1.22653, -2.72981, 0.05163], [1.29574, -1.59148, -1.15639], [2.46375, -1.23014, 1.45635], [-3.76090, 0.30491, -0.73078], [-3.10650, 1.52155, 0.39022], [-3.47148, 0.10970, 0.89478], [2.16080, 1.05195, -1.27049], [1.99630, 1.97351, 0.95369], [4.29279, 0.81161, -0.20221], [-1.75567, -1.59458, -0.30792], [-0.35535, 0.81163, -0.78839], [-1.20550, 0.13488, 1.42262]], "forces_ev_per_angstrom": [[-0.6140, -1.6521, 1.2416], [-1.4394, -0.0641, -2.0525], [3.0092, -1.1957, -0.2955], [1.4920, 0.8925, 2.9338], [-1.3873, -0.4966, 2.7909], [0.8437, 0.7949, 0.8837], [-0.4939, 1.2112, -2.9736], [0.9855, -0.5059, 2.9903], [-0.7504, 0.7785, -0.2325], [-0.6131, 1.3463, -0.7768], [-0.7024, -1.0050, 0.6734], [-1.0358, 0.3006, -2.2464], [1.3327, -1.4490, -1.2252], [-1.3774, 0.5377, 0.3783], [0.8636, 1.3343, -0.3912], [-0.5487, -0.4261, -0.4289], [0.4355, -0.4014, -1.2693]], "mulliken_charge": [-1.075, -0.243, -0.563, 0.289, 0.506, 0.283, 0.568, 0.439, 0.340, 0.345, 0.345, -0.116, -0.041, -0.062, 0.031, -0.015, -0.031], "de_lowest_kcal_mol": 66.46, "total_energy_ev": -19504.2184, "homo_energy_ev": -13.5, "homo_lumo_gap_ha": 0.34232, "lumo_energy_ev": -4.2157, "total_charge": 1}


{"formula": "C2H12O3S", "method": "ωB97M-V/def2-TZVPD", "symbols": ["C", "C", "S", "H", "H", "H", "H", "H", "H", "H", "H", "O", "H", "H", "O", "H", "H", "O"], "xyz": [[2.06721, -0.71601, -1.34206], [2.41269, 0.11789, -0.11290], [0.91609, 0.82822, 0.68313], [1.42541, -1.56158, -1.07375], [1.46389, -0.14073, -2.08307], [3.00548, -1.07096, -1.83244], [3.03591, 0.96867, -0.37645], [2.95826, -0.43571, 0.61982], [1.07960, -1.01989, 1.10337], [-1.69175, -2.31422, -0.33693], [-1.80069, -0.82147, -0.80746], [-2.20320, -1.51878, -0.22241], [-1.69621, 1.33425, -1.75697], [-0.52029, 0.80205, -0.92004], [-1.14263, 0.55524, -1.65507], [-2.20709, -0.40866, 1.39038], [-1.41502, 0.68219, 2.11122], [-2.29084, 0.23248, 2.10842]], "forces_ev_per_angstrom": [[0.1252, 0.2647, -0.6385], [0.2101, 1.2178, -1.3075], [0.9786, -4.8070, 1.4315], [0.2753, -0.1029, 0.0480], [0.6069, -0.2513, 0.5190], [-0.7585, 0.1274, 0.3270], [0.1393, 0.0598, -0.2690], [0.3316, -0.2879, 0.3962], [-1.6305, 3.8798, -0.2858], [0.2363, -0.3208, -0.1023], [-0.4242, -0.6694, 0.2997], [0.0628, 0.8926, -0.1758], [-0.2224, -0.0015, -0.1049], [-0.4388, -0.3032, -0.6572], [0.5764, 0.3662, 0.4829], [-0.1547, -0.3199, -0.2143], [-1.0229, -0.4727, 0.1528], [1.1095, 0.7285, 0.0983]], "mulliken_charge": [-0.749, -0.667, -0.277, 0.223, 0.249, 0.315, 0.340, 0.402, 0.201, 0.298, 0.428, -0.718, 0.301, 0.271, -0.655, 0.375, 0.296, -0.632], "de_lowest_kcal_mol": 58.53, "total_energy_ev": -19244.1987, "homo_energy_ev": -10.1, "homo_lumo_gap_ha": 0.31281, "lumo_energy_ev": -1.5405}


{"formula": "C2H12O3S", "method": "ωB97M-V/def2-TZVPD", "symbols": ["C", "S", "C", "H", "H", "H", "H", "H", "H", "H", "H", "O", "H", "H", "O", "H", "H", "O"], "xyz": [[-0.89376, -2.19162, 2.50194], [-1.81988, -0.74282, 2.22530], [-3.38775, -1.54433, 2.09668], [-1.30645, -2.94400, 3.21054], [-0.88482, -2.30244, 1.30555], [0.12952, -2.13187, 2.78212], [-3.34612, -2.28900, 1.33954], [-4.29162, -1.13172, 1.72700], [-3.55214, -1.94290, 3.11395], [2.92773, 0.49017, 0.35826], [1.60496, -0.04876, 0.69103], [2.06339, 0.45184, -0.04477], [3.67474, 3.65777, -5.37975], [4.46254, 2.40539, -5.28794], [3.54390, 2.74148, -5.25276], [0.56169, 3.29919, -1.71633], [0.29427, 1.74608, -1.49344], [0.21979, 2.47755, -2.17694]], "forces_ev_per_angstrom": [[-0.2461, -0.7055, -1.7893], [-0.5165, 1.1228, 0.3416], [-0.1866, -0.7770, 1.1340], [-0.4490, 0.2393, -1.2673], [0.1445, -1.3464, 2.1331], [0.9283, 1.0469, 0.1410], [0.8682, -1.4794, -0.2845], [-0.4651, 2.1218, 0.1401], [-0.1425, -0.2399, -0.5696], [0.8527, 0.3710, -0.2558], [0.4356, 0.8255, -1.4321], [-1.3168, -1.1734, 1.7016], [-0.0586, 1.6871, -0.2325], [-0.8037, 0.0115, 0.0394], [0.8783, -1.6983, 0.1875], [-0.5494, -1.5750, -0.7715], [0.1580, 1.4840, -1.2315], [0.4685, 0.0848, 2.0156]], "mulliken_charge": [-0.743, 0.394, -0.815, 0.348, 0.376, 0.355, 0.360, 0.366, 0.358, 0.326, 0.261, -0.576, 0.311, 0.320, -0.630, 0.328, 0.292, -0.631], "de_lowest_kcal_mol": 44.78, "total_energy_ev": -19235.9851, "homo_energy_ev": [-12.8, -12.8], "homo_lumo_gap_ha": [0.33071, 0.15701], "multiplicity": 2, "lumo_energy_ev": [-3.8081, -8.5347], "total_charge": 1}